Density functional theory data (ωB97M-V/def2-TZVPD) for a single C5H11NO molecule.

**HOMO energy**: -6.112 eV
**Max |F|**: 0.4 eV Å⁻¹
**2S+1**: 1
**Molar mass**: 101.149 g/mol
**Energy relative to the best compared isomer or geometry (same formula, charge and spin)**: 358.9 kJ/mol

```
18
Properties=species:S:1:pos:R:3:forces:R:3
C 0.0258 -1.7365 -1.5017 -0.1 -0.3 -0.1
C 0.9259 -1.0289 1.2936 0.2 -0.1 0.1
N 0.3166 0.0656 0.7856 -0.1 0.1 -0.4
C -0.4156 0.9053 1.7409 -0.1 0.2 0.1
C 0.2327 0.3868 -0.4992 -0.1 -0.1 0.3
O 0.7499 -0.5072 -1.3931 0.0 0.1 0.1
C -0.4071 1.6177 -1.0596 0.0 0.1 0.0
H 0.5051 -2.5363 -0.9282 -0.1 0.1 -0.1
H 0.0088 -2.0062 -2.5601 0.0 0.0 0.1
H -1.0026 -1.6186 -1.1394 0.1 0.0 -0.1
H 1.6061 -1.5755 0.6600 -0.1 0.1 0.1
H 0.9262 -1.1499 2.3652 0.0 0.1 -0.1
H -0.0217 0.7175 2.7383 -0.1 0.0 -0.1
H -0.2768 1.9596 1.5037 0.0 -0.1 0.0
H -1.4823 0.6693 1.7116 0.2 0.0 0.0
H -0.0167 1.7446 -2.0730 -0.1 0.0 0.1
H -0.1692 2.5323 -0.5039 0.0 -0.2 -0.1
H -1.5050 1.5603 -1.1405 0.2 0.0 0.0
```
Forces are in eV/Å.